(1)
A cluster of 3 separate species, C31H40O4 in total in a non-equilibrium geometry, computed with ωB97M-V with the def2-TZVPD basis set.

## Properties
E_LUMO	-0.01541	Eh
structure (SMILES)	C=CC1=C(CCCCCCCOC)C(=O)C(OCCC)=CC1=O.c1ccccc1.c1ccccc1
net charge	0
frontier orbital gap	8.80	eV
multiplicity	1

```
75
C31H40O4 (ωB97M-V with the def2-TZVPD basis set)
C 0.97170 0.93750 0.77027
C 0.92888 -0.33639 0.48153
C 2.20246 -1.00984 0.09276
C 2.43109 -1.46107 -1.11896
C 1.46941 -1.38199 -2.28867
C 0.06266 -1.99847 -2.04508
C -1.04150 -1.03747 -2.60406
C -2.21294 -0.81735 -1.60037
C -3.48890 -0.39803 -2.40684
C -3.80027 1.12120 -2.29915
C -4.93775 1.41105 -1.24563
O -4.49542 2.39737 -0.32798
C -3.52925 1.88047 0.57489
C 3.80015 -2.07494 -1.35433
O 3.97060 -3.05121 -1.98954
C 4.93572 -1.33634 -0.65580
O 6.12401 -1.13131 -1.28070
C 6.49293 0.25658 -1.35815
C 7.05324 0.60862 -2.75663
C 5.94217 1.35940 -3.54275
C 4.70096 -0.89729 0.55476
C 3.32611 -1.15626 1.11002
O 3.12650 -1.42796 2.24155
H 1.93271 1.42200 0.93057
H 0.07000 1.54151 0.80619
H -0.01273 -0.87104 0.49213
H 1.44640 -0.33524 -2.61214
H 1.91918 -1.93826 -3.12083
H -0.04277 -2.91949 -2.62471
H -0.11831 -2.22504 -0.99638
H -0.64328 -0.04251 -2.83326
H -1.41327 -1.43853 -3.55245
H -1.94712 0.07001 -1.01800
H -2.39625 -1.69554 -0.97694
H -3.36440 -0.61046 -3.47475
H -4.35149 -0.99533 -2.08575
H -4.20473 1.45872 -3.26276
H -2.91190 1.72870 -2.10642
H -5.84901 1.72484 -1.76277
H -5.16473 0.44914 -0.76068
H -2.50434 2.15091 0.28338
H -3.78040 2.27845 1.56266
H -3.55960 0.78320 0.63154
H 7.26069 0.43687 -0.59395
H 5.64469 0.92620 -1.18858
H 7.87696 1.32346 -2.66483
H 7.36729 -0.30333 -3.26902
H 5.08396 0.69316 -3.69020
H 5.65417 2.23031 -2.94630
H 6.29169 1.68144 -4.52797
H 5.44542 -0.34675 1.11987
C -7.79674 -0.32185 0.47462
C -8.05661 -1.10142 -0.64438
C -8.72989 -2.30807 -0.50943
C -9.15149 -2.73048 0.74419
C -8.89471 -1.94898 1.86274
C -8.21378 -0.74655 1.72889
H -7.26896 0.61811 0.36942
H -7.73327 -0.76821 -1.62352
H -8.92707 -2.91914 -1.38148
H -9.68072 -3.66939 0.84915
H -9.22513 -2.27810 2.84016
H -8.00882 -0.13959 2.60194
C 4.75334 1.64511 3.63810
C 3.90833 0.71832 4.23564
C 3.65291 0.79600 5.59881
C 4.23383 1.80210 6.35987
C 5.07550 2.72916 5.75964
C 5.33873 2.64878 4.39937
H 4.95672 1.58586 2.57483
H 3.45040 -0.06383 3.63755
H 2.99950 0.07110 6.06817
H 4.03022 1.86380 7.42190
H 5.52708 3.51463 6.35309
H 5.99930 3.36898 3.93197
```

=====

(2)
An isolated molecule of C3H5NOS in a non-equilibrium geometry, computed with ωB97M-V with the def2-TZVPD basis set.

## Properties
E_LUMO	0.01410	Eh
structure (SMILES)	C/C=N\OC=S
net charge	0
ΔE to the lowest compared entry with this formula, charge and spin	68.9	kcal per mole
frontier orbital gap	9.00	eV
multiplicity	1

```
11
C3H5NOS (ωB97M-V with the def2-TZVPD basis set)
C 2.84799 0.36851 -0.04018
C 1.84788 -0.75343 0.07588
C -1.14426 0.82463 0.07155
H 2.36142 1.33958 -0.24378
H 3.62298 0.15370 -0.78958
H 3.44600 0.45316 0.88482
H 2.24028 -1.71823 0.24724
H -1.31710 1.95338 0.13722
N 0.58174 -0.71827 -0.06162
O 0.16036 0.61968 -0.02200
S -2.31364 -0.29683 -0.01701
```

=====

(3)
A cluster of 4 separate species, C45H92F9N10O7P3 in total in a non-equilibrium geometry, computed with ωB97M-V with the def2-TZVPD basis set.

## Properties
E_LUMO	-0.04591	Eh
structure (SMILES)	CCCNC1=C(C(F)(F)C(F)(F)C(F)(F)C(F)(F)F)C(=O)C(COC)=C(CCCCCCCCCCCOC)C1=O.CN(C)P(=O)(N(C)C)N(C)C.CN(C)P(=O)(N(C)C)N(C)C.CN(C)P(=O)(N(C)C)N(C)C
net charge	0
frontier orbital gap	7.01	eV
multiplicity	1

```
166
C45H92F9N10O7P3 (ωB97M-V with the def2-TZVPD basis set)
C 6.19234 -1.28491 2.03986
C 4.65605 -1.07927 2.16855
C 3.82758 -2.33169 1.87208
N 3.35614 -2.43111 0.47161
C 2.56988 -1.32865 0.04523
C 2.96685 -0.49250 -0.91799
C 4.28676 -0.63947 -1.64586
F 5.27759 -1.03740 -0.81254
F 4.71442 0.53810 -2.15884
C 4.21585 -1.70187 -2.80191
F 2.90242 -2.02178 -2.97669
F 4.85272 -2.83973 -2.51966
C 4.69815 -1.19936 -4.19008
F 3.94229 -0.20043 -4.65594
F 4.48728 -2.23993 -5.04121
C 6.23659 -0.86023 -4.28448
F 6.78049 -1.46120 -5.33607
F 6.33417 0.46662 -4.51305
F 6.89954 -1.10458 -3.15953
C 2.02333 0.61548 -1.30379
O 2.42097 1.67514 -1.74803
C 0.54685 0.43217 -1.09790
C -0.43500 1.15353 -1.98772
O -0.16568 2.53783 -2.15311
C 0.09347 2.84352 -3.51788
C 0.14208 -0.38447 -0.11383
C -1.29079 -0.63636 0.28631
C -1.85255 0.62962 0.98948
C -1.02379 1.05737 2.21725
C -0.80636 2.56284 2.37786
C -0.18395 3.22948 1.13768
C 1.02318 4.11792 1.43479
C 2.21173 3.32890 2.01732
C 3.38512 3.12453 1.03768
C 4.63702 3.92030 1.36650
C 5.76831 3.66723 0.36343
C 6.52746 2.35730 0.64214
O 7.89584 2.52043 0.31035
C 8.50029 1.37124 -0.24555
C 1.20813 -1.10886 0.67082
O 0.94131 -1.53262 1.77641
H 6.66416 -1.29465 3.02050
H 6.39451 -2.23032 1.53915
H 6.60254 -0.44774 1.47751
H 4.35798 -0.19821 1.59952
H 4.46981 -0.83507 3.21660
H 3.03459 -2.44883 2.61152
H 4.48644 -3.19001 2.03031
H 2.78047 -3.26354 0.39062
H -1.46742 1.02713 -1.67201
H -0.35860 0.67064 -2.97212
H -0.79457 2.60228 -4.10813
H 0.33671 3.90084 -3.59233
H 0.96899 2.28681 -3.86398
H -1.92481 -0.86027 -0.57239
H -1.37818 -1.46206 0.98801
H -2.85876 0.38203 1.33734
H -1.97404 1.48224 0.32052
H -1.58255 0.72838 3.09863
H -0.04886 0.57634 2.28758
H -1.70289 3.10179 2.68863
H -0.10058 2.68898 3.20611
H -0.95247 3.87373 0.69734
H 0.10084 2.53338 0.34961
H 0.74358 4.99211 2.02620
H 1.34972 4.52919 0.47312
H 1.92754 2.35685 2.42536
H 2.60139 3.90685 2.86147
H 3.12601 3.31583 -0.00519
H 3.67523 2.06599 1.09161
H 5.03854 3.69717 2.36039
H 4.45832 5.00121 1.36876
H 6.51234 4.46514 0.37206
H 5.39196 3.59801 -0.66090
H 6.46420 2.08932 1.70602
H 6.04298 1.57051 0.05435
H 8.86902 1.59986 -1.25065
H 7.83062 0.51186 -0.32083
H 9.37251 1.07072 0.34220
O -4.00040 1.54749 4.55142
P -5.28362 1.84417 5.29156
N -5.12147 3.54495 5.44437
C -5.56969 4.37408 6.53820
C -5.27328 4.24984 4.17807
N -4.87747 0.99135 6.76993
C -4.16946 1.68087 7.83915
C -4.20789 -0.28517 6.51428
N -7.01689 1.81517 5.67281
C -7.53253 1.58256 7.00615
C -7.74117 0.94034 4.72071
H -6.66007 4.53196 6.53789
H -5.09702 5.35616 6.46901
H -5.27652 3.98005 7.50705
H -6.33157 4.33187 3.88445
H -4.73863 3.72862 3.38182
H -4.84990 5.25352 4.23906
H -3.30153 2.24753 7.47717
H -3.82351 0.96236 8.58444
H -4.83136 2.35043 8.39069
H -3.14116 -0.15874 6.29899
H -4.65965 -0.80164 5.66588
H -4.30922 -0.93662 7.38558
H -7.31570 0.58160 7.38983
H -8.61898 1.70321 6.97285
H -7.17122 2.32201 7.71915
H -7.50906 -0.11848 4.89095
H -7.45820 1.18525 3.69207
H -8.81902 1.07571 4.79520
O 10.96182 -6.18136 -5.45872
P 10.30911 -5.79962 -6.76617
N 11.23898 -4.41002 -7.14257
C 10.79474 -3.21553 -7.82238
C 12.61337 -4.72385 -7.51325
N 8.73121 -5.40735 -6.11120
C 8.45052 -4.05577 -5.64857
C 8.29927 -6.35307 -5.08030
N 9.64645 -5.99357 -8.40654
C 8.36713 -5.44556 -8.81119
C 9.71293 -7.40901 -8.82803
H 10.67056 -3.36037 -8.90734
H 11.52982 -2.42060 -7.68075
H 9.86578 -2.82569 -7.41571
H 12.67831 -5.10163 -8.54535
H 13.02735 -5.48194 -6.84647
H 13.25001 -3.84260 -7.42429
H 9.24298 -3.65753 -5.00093
H 7.51032 -4.02885 -5.09541
H 8.29177 -3.37376 -6.48485
H 8.75157 -6.13989 -4.10586
H 8.56206 -7.37662 -5.35204
H 7.21262 -6.31142 -4.97314
H 7.51633 -5.89115 -8.28817
H 8.24216 -5.63357 -9.88141
H 8.33026 -4.36429 -8.69196
H 8.99402 -8.03076 -8.27850
H 10.71432 -7.81045 -8.64365
H 9.51611 -7.51054 -9.89617
O -10.32467 0.03606 2.81188
P -11.50810 0.69346 2.13932
N -12.54145 -0.66593 2.00831
C -13.48297 -0.95368 0.95102
C -13.06986 -1.10979 3.29297
N -10.70405 1.08032 0.62992
C -10.69655 0.11589 -0.46162
C -9.33828 1.56748 0.83156
N -12.78514 1.89503 1.83963
C -13.06529 2.43860 0.52529
C -12.68378 3.01095 2.80496
H -14.39255 -0.33522 1.00663
H -13.79367 -1.99843 1.01426
H -13.04681 -0.84138 -0.03736
H -13.89086 -0.46306 3.63829
H -12.28737 -1.10211 4.05362
H -13.43752 -2.13453 3.22795
H -10.42106 -0.89456 -0.13311
H -9.99252 0.42954 -1.23431
H -11.66147 0.07833 -0.96918
H -8.62658 0.75056 0.99629
H -9.28324 2.23618 1.69280
H -9.01493 2.13500 -0.04401
H -12.24566 3.03545 0.11589
H -13.94471 3.08345 0.60723
H -13.33037 1.66175 -0.18944
H -11.80673 3.64074 2.60723
H -12.59474 2.62077 3.82384
H -13.57606 3.63747 2.77615
```

=====

What is the multiplicity in the second record?
1